Computed, not measured: 8 unconnected molecules or ions with the total composition C36H92N4O12S4 in a non-equilibrium geometry, with ωB97M-V/def2-TZVPD.

## Properties
Spin multiplicity: 1
Energy relative to the best compared isomer or geometry (same formula, charge and spin), eV: 0.2480
LUMO, eV: 0.217
SMILES: CCOS(C)(=O)=O.CCOS(C)(=O)=O.CCOS(C)(=O)=O.CCOS(C)(=O)=O.CCN(CC)CC.CCN(CC)CC.CCN(CC)CC.CCN(CC)CC
Orbital gap, eV: 7.94
Charge: 0

Last columns: bonded neighbours and bond lengths (Å).
Positions of all 148 atoms, in Å:
1 C -4.216 -0.953 -9.233  C2 1.509, H8 1.088, H9 1.086, H10 1.096
2 C -3.489 -1.767 -10.274  C1 1.509, O3 1.450, H11 1.089, H12 1.090
3 O -2.572 -0.962 -11.058  C2 1.450, S4 1.590
4 S -3.103 -0.288 -12.397  O3 1.590, C5 1.765, O6 1.415, O7 1.423
5 C -2.282 -1.293 -13.592  S4 1.765, H13 1.082, H14 1.092, H15 1.086
6 O -4.500 -0.474 -12.519  S4 1.415
7 O -2.525 1.012 -12.414  S4 1.423
8 H -4.903 -0.237 -9.680  C1 1.088
9 H -3.510 -0.541 -8.518  C1 1.086
10 H -4.878 -1.649 -8.703  C1 1.096
11 H -2.858 -2.529 -9.817  C2 1.089
12 H -4.183 -2.284 -10.937  C2 1.090
13 H -1.254 -0.978 -13.717  C5 1.082
14 H -2.858 -1.107 -14.502  C5 1.092
15 H -2.421 -2.336 -13.325  C5 1.086
16 C -2.911 2.819 -8.201  C17 1.510, H23 1.091, H24 1.091, H25 1.088
17 C -3.148 2.790 -9.692  C16 1.510, O18 1.442, H26 1.093, H27 1.092
18 O -3.245 4.135 -10.204  C17 1.442, S19 1.577
19 S -4.604 4.607 -10.849  O18 1.577, C20 1.754, O21 1.435, O22 1.413
20 C -4.453 3.883 -12.440  S19 1.754, H28 1.085, H29 1.087, H30 1.087
21 O -5.750 4.018 -10.216  S19 1.435
22 O -4.525 6.016 -10.907  S19 1.413
23 H -1.963 3.313 -7.982  C16 1.091
24 H -2.839 1.795 -7.831  C16 1.091
25 H -3.694 3.360 -7.674  C16 1.088
26 H -2.307 2.299 -10.187  C17 1.093
27 H -3.980 2.154 -10.002  C17 1.092
28 H -4.535 2.810 -12.302  C20 1.085
29 H -3.501 4.221 -12.840  C20 1.087
30 H -5.258 4.277 -13.055  C20 1.087
31 C -5.371 2.068 -3.002  C32 1.511, H38 1.093, H39 1.093, H40 1.090
32 C -4.960 0.798 -3.711  C31 1.511, O33 1.442, H41 1.091, H42 1.091
33 O -4.629 -0.233 -2.760  C32 1.442, S34 1.597
34 S -5.753 -1.353 -2.574  O33 1.597, C35 1.754, O36 1.430, O37 1.426
35 C -4.776 -2.466 -1.636  S34 1.754, H43 1.087, H44 1.089, H45 1.083
36 O -6.808 -0.815 -1.773  S34 1.430
37 O -6.055 -1.923 -3.845  S34 1.426
38 H -4.517 2.553 -2.524  C31 1.093
39 H -6.052 1.813 -2.187  C31 1.093
40 H -5.861 2.805 -3.638  C31 1.090
41 H -5.733 0.502 -4.422  C32 1.091
42 H -4.062 0.955 -4.310  C32 1.091
43 H -5.446 -3.226 -1.243  C35 1.087
44 H -4.384 -1.898 -0.793  C35 1.089
45 H -3.962 -2.836 -2.247  C35 1.083
46 C -8.202 7.804 -4.620  C47 1.510, H53 1.088, H54 1.088, H55 1.094
47 C -8.031 8.008 -6.107  C46 1.510, O48 1.458, H56 1.089, H57 1.090
48 O -7.695 9.408 -6.342  C47 1.458, S49 1.583
49 S -8.833 10.252 -7.046  O48 1.583, C50 1.754, O51 1.423, O52 1.426
50 C -8.190 11.838 -6.659  S49 1.754, H58 1.083, H59 1.088, H60 1.089
51 O -8.781 10.022 -8.449  S49 1.423
52 O -10.062 10.048 -6.353  S49 1.426
53 H -8.826 8.601 -4.220  C46 1.088
54 H -7.245 7.738 -4.106  C46 1.088
55 H -8.719 6.860 -4.425  C46 1.094
56 H -7.197 7.448 -6.528  C47 1.089
57 H -8.906 7.698 -6.678  C47 1.090
58 H -7.790 11.839 -5.653  C50 1.083
59 H -8.986 12.566 -6.793  C50 1.088
60 H -7.429 12.063 -7.405  C50 1.089
61 C -7.524 6.459 -12.849  C62 1.514, H68 1.095, H69 1.093, H70 1.092
62 C -8.955 6.524 -13.336  C61 1.514, N63 1.451, H71 1.088, H72 1.108
63 N -9.760 7.460 -12.572  C62 1.451, C64 1.457, C66 1.452
64 C -10.175 6.964 -11.267  N63 1.457, C65 1.528, H73 1.092, H74 1.093
65 C -11.299 5.929 -11.286  C64 1.528, H75 1.090, H76 1.091, H77 1.090
66 C -10.828 8.027 -13.376  N63 1.452, C67 1.523, H78 1.109, H79 1.092
67 C -11.656 9.109 -12.696  C66 1.523, H80 1.088, H81 1.092, H82 1.091
68 H -6.977 5.770 -13.502  C61 1.095
69 H -7.414 6.089 -11.826  C61 1.093
70 H -6.983 7.408 -12.811  C61 1.092
71 H -9.011 6.765 -14.396  C62 1.088
72 H -9.312 5.480 -13.237  C62 1.108
73 H -9.279 6.578 -10.775  C64 1.092
74 H -10.465 7.826 -10.661  C64 1.093
75 H -12.217 6.420 -11.607  C65 1.090
76 H -11.066 5.121 -11.982  C65 1.091
77 H -11.459 5.473 -10.309  C65 1.090
78 H -11.522 7.224 -13.698  C66 1.109
79 H -10.405 8.427 -14.299  C66 1.092
80 H -12.515 9.322 -13.329  C67 1.088
81 H -11.068 10.014 -12.531  C67 1.092
82 H -11.996 8.807 -11.704  C67 1.091
83 C -10.352 7.382 0.276  C84 1.525, H90 1.089, H91 1.093, H92 1.087
84 C -10.725 6.563 -0.955  C83 1.525, N85 1.444, H93 1.113, H94 1.090
85 N -12.144 6.586 -1.221  C84 1.444, C86 1.461, C88 1.456
86 C -12.494 5.804 -2.404  N85 1.461, C87 1.513, H95 1.089, H96 1.109
87 C -12.227 4.322 -2.252  C86 1.513, H97 1.087, H98 1.095, H99 1.097
88 C -12.759 7.905 -1.252  N85 1.456, C89 1.539, H100 1.092, H101 1.091
89 C -12.121 8.929 -2.208  C88 1.539, H102 1.091, H103 1.094, H104 1.089
90 H -11.062 7.174 1.075  C83 1.089
91 H -10.441 8.442 0.025  C83 1.093
92 H -9.330 7.220 0.609  C83 1.087
93 H -10.167 6.925 -1.848  C84 1.113
94 H -10.338 5.548 -0.862  C84 1.090
95 H -13.547 5.924 -2.654  C86 1.089
96 H -11.913 6.190 -3.266  C86 1.109
97 H -11.262 4.005 -1.864  C87 1.087
98 H -12.989 3.834 -1.636  C87 1.095
99 H -12.322 3.774 -3.197  C87 1.097
100 H -12.801 8.311 -0.239  C88 1.092
101 H -13.804 7.784 -1.540  C88 1.091
102 H -12.334 9.961 -1.927  C89 1.091
103 H -12.543 8.827 -3.211  C89 1.094
104 H -11.043 8.803 -2.295  C89 1.089
105 C -9.056 3.642 -4.108  C106 1.508, H112 1.092, H113 1.092, H114 1.089
106 C -9.263 3.578 -5.601  C105 1.508, N107 1.466, H115 1.106, H116 1.089
107 N -7.998 3.454 -6.332  C106 1.466, C108 1.434, C110 1.458
108 C -7.500 2.110 -6.345  N107 1.434, C109 1.523, H117 1.099, H118 1.109
109 C -6.119 1.958 -6.970  C108 1.523, H119 1.091, H120 1.090, H121 1.086
110 C -7.968 4.220 -7.573  N107 1.458, C111 1.541, H122 1.085, H123 1.096
111 C -9.059 3.883 -8.607  C110 1.541, H124 1.090, H125 1.092, H126 1.093
112 H -8.386 4.451 -3.809  C105 1.092
113 H -8.593 2.727 -3.735  C105 1.092
114 H -10.033 3.730 -3.634  C105 1.089
115 H -9.819 2.643 -5.798  C106 1.106
116 H -9.829 4.387 -6.060  C106 1.089
117 H -7.391 1.813 -5.293  C108 1.099
118 H -8.214 1.362 -6.748  C108 1.109
119 H -5.917 0.886 -6.983  C109 1.091
120 H -6.119 2.303 -8.003  C109 1.090
121 H -5.389 2.472 -6.352  C109 1.086
122 H -6.995 4.194 -8.053  C110 1.085
123 H -8.133 5.241 -7.210  C110 1.096
124 H -8.801 4.305 -9.578  C111 1.090
125 H -10.025 4.292 -8.304  C111 1.092
126 H -9.174 2.800 -8.694  C111 1.093
127 C -9.959 -3.519 -5.941  C128 1.532, H134 1.096, H135 1.093, H136 1.090
128 C -11.186 -3.429 -5.029  C127 1.532, N129 1.457, H137 1.091, H138 1.095
129 N -11.821 -2.120 -4.956  C128 1.457, C130 1.461, C132 1.451
130 C -12.905 -1.979 -5.925  N129 1.461, C131 1.532, H139 1.105, H140 1.087
131 C -14.204 -2.650 -5.467  C130 1.532, H141 1.090, H142 1.089, H143 1.095
132 C -10.895 -1.004 -4.914  N129 1.451, C133 1.504, H144 1.095, H145 1.108
133 C -11.509 0.296 -4.475  C132 1.504, H146 1.094, H147 1.087, H148 1.093
134 H -9.082 -3.074 -5.456  C127 1.096
135 H -10.079 -2.941 -6.861  C127 1.093
136 H -9.635 -4.530 -6.192  C127 1.090
137 H -11.931 -4.145 -5.380  C128 1.091
138 H -10.886 -3.738 -4.022  C128 1.095
139 H -12.597 -2.467 -6.869  C130 1.105
140 H -13.070 -0.936 -6.185  C130 1.087
141 H -15.088 -2.173 -5.889  C131 1.090
142 H -14.272 -2.714 -4.381  C131 1.089
143 H -14.236 -3.689 -5.813  C131 1.095
144 H -10.073 -1.275 -4.243  C132 1.095
145 H -10.375 -0.828 -5.877  C132 1.108
146 H -12.108 0.722 -5.286  C133 1.094
147 H -12.143 0.210 -3.596  C133 1.087
148 H -10.693 1.015 -4.359  C133 1.093